i) Computed, not measured: a cluster of 3 separate species, C4H16NO2 in total, with ωB97M-V/def2-TZVPD.

Geometry (Å):
1 H 1.45 0.61 -0.95
2 H -0.16 0.55 -1.22
3 H -1.31 -3.99 -0.36
4 H 1.35 -1.58 -1.01
5 C -0.64 -3.26 0.10
6 C -0.77 -1.85 -0.60
7 H -2.23 -1.39 1.03
8 C 0.58 -1.22 -0.34
9 H 0.93 -1.34 0.67
10 O 0.93 2.84 -1.64
11 O 0.91 3.00 2.77
12 H -0.90 -2.12 -1.64
13 H -1.83 -0.01 0.02
14 H -0.82 -3.13 1.16
15 H 1.33 3.59 3.40
16 H 0.44 2.34 3.29
17 H 0.35 0.80 0.31
18 H 0.36 -3.66 -0.08
19 H 1.72 3.35 -1.87
20 H -2.88 -1.18 -0.50
21 H 0.28 3.03 -2.34
22 N 0.57 0.31 -0.55
23 C -1.93 -1.11 0.02

Its multiplicity is 1. As for the HOMO energy: -14.48 eV. The gap between HOMO and LUMO comes out at 11.313 eV. The total charge is +1. The LUMO energy is -3.2 eV.

ii) Computed, not measured: a cluster of 3 separate species, C4H16NO2 in total, with ωB97M-V/def2-TZVPD.

Geometry (Å):
1 H -0.70 -2.09 -0.79
2 C -0.54 0.11 -0.63
3 H 2.22 -0.82 2.52
4 C -0.13 -1.24 -0.17
5 H -1.91 0.92 1.98
6 H -2.47 -0.72 1.52
7 C -2.00 0.40 -0.33
8 H -3.47 0.81 1.31
9 H -0.10 -1.60 0.94
10 O 1.42 2.46 -1.27
11 H 1.34 2.89 -0.37
12 C -2.41 0.28 1.22
13 H 0.15 0.96 -0.29
14 H 1.17 -1.22 -1.73
15 H -2.11 1.42 -0.55
16 H 3.58 -0.79 1.56
17 H -2.75 0.01 -1.08
18 H 1.47 3.31 -1.85
19 H 1.56 -2.39 -0.66
20 H -0.38 0.10 -1.69
21 O 2.62 -0.75 1.56
22 H 2.06 -0.64 -0.44
23 N 1.40 -1.41 -0.76

Its multiplicity is 1. As for the HOMO energy: -14.72 eV. The gap between HOMO and LUMO comes out at 11.636 eV. The total charge is +1. The LUMO energy is -3.1 eV.

iii) Computed, not measured: a cluster of 3 separate species, C4H16NO2 in total, with ωB97M-V/def2-TZVPD.

Geometry (Å):
1 H 0.66 0.67 -2.64
2 H -0.54 -1.87 2.54
3 H -2.88 0.57 0.06
4 O 0.01 0.12 -2.14
5 O 1.54 1.69 -3.65
6 H 0.53 0.69 1.36
7 H -0.70 -0.28 -0.65
8 C 1.34 -1.13 0.63
9 H -0.39 -0.44 -2.83
10 H -0.86 -0.15 3.12
11 H 0.99 -2.09 0.22
12 H -2.21 0.88 1.65
13 C -0.18 -0.85 2.63
14 H 1.72 -0.62 -0.24
15 H 0.71 -0.90 3.26
16 H 2.51 1.64 -3.79
17 C 0.22 -0.35 1.25
18 H 2.16 -1.22 1.33
19 H 1.32 2.61 -3.79
20 N -0.99 -0.29 0.36
21 H -1.54 1.72 0.21
22 C -1.96 0.79 0.60
23 H -1.45 -1.19 0.52

Its multiplicity is 1. As for the HOMO energy: -15.44 eV. The gap between HOMO and LUMO comes out at 12.799 eV. The total charge is +1. The LUMO energy is -2.6 eV.

Stability ranking, top and bottom: iii) is the most stable and ii) is the least stable.

i) Computed, not measured: the molecule C20H21N3O3, with ωB97M-V/def2-TZVPD.

Geometry (Å):
1 H -2.82 0.85 -0.81
2 C -0.76 0.60 -1.64
3 C 0.07 -1.25 -3.18
4 C -2.68 1.39 1.67
5 C 1.43 0.16 3.41
6 H -3.76 -0.12 1.45
7 H 2.69 -0.94 -5.23
8 H 1.26 -4.51 -3.02
9 H -1.54 0.15 -3.57
10 C 2.53 -1.65 2.41
11 N -1.83 0.96 -0.68
12 C -2.28 0.74 3.00
13 O 1.00 1.95 -1.30
14 C 0.29 -0.99 1.63
15 H -1.93 -0.92 -2.39
16 C -0.80 0.57 3.40
17 H -0.26 -0.04 -0.85
18 H -2.51 -0.37 3.01
19 H 2.92 -3.19 -4.56
20 H -0.28 -3.17 -1.97
21 C -1.11 -0.41 -2.79
22 O -0.02 2.29 -3.26
23 C -0.20 1.31 4.37
24 C 1.91 -1.38 -4.71
25 H -0.62 -1.04 1.00
26 H -0.73 2.11 4.80
27 H 0.84 1.46 -0.45
28 C 0.22 -2.57 -2.75
29 C 0.27 -0.18 2.70
30 H 0.57 0.30 -4.45
31 H 1.53 -2.68 0.83
32 O -0.33 1.66 0.81
33 H -4.58 1.29 1.94
34 H 3.53 -0.34 3.84
35 H 3.44 -2.18 2.03
36 C 0.07 1.72 -2.20
37 H -2.85 1.11 3.88
38 C -1.46 1.33 0.59
39 C 0.85 -0.71 -4.17
40 C 2.07 -2.77 -4.24
41 N 1.11 1.06 4.29
42 H -2.80 2.52 1.71
43 C 1.16 -3.40 -3.38
44 H 1.81 1.37 4.94
45 C 1.44 -1.83 1.55
46 C 2.61 -0.54 3.31
47 N -3.97 0.87 1.23

Its multiplicity is 1. As for the HOMO energy: -7.94 eV. The gap between HOMO and LUMO comes out at 8.424 eV. The LUMO energy is 0.5 eV. Its SMILES is N[C@@H](Cc1c[nH]c2ccccc12)C(=O)N[C@@H](Cc1ccccc1)C(=O)O.

ii) Computed, not measured: the molecule C20H21N3O3, with ωB97M-V/def2-TZVPD.

Geometry (Å):
1 H 6.99 1.65 0.79
2 O 4.89 1.24 0.24
3 H -5.03 2.21 1.08
4 C -2.95 -0.46 1.31
5 H -3.04 2.87 -1.93
6 C 0.09 0.79 -1.11
7 C -2.28 0.90 -1.72
8 C 7.42 0.66 0.96
9 H -3.22 0.43 -1.96
10 H -2.86 -3.88 -0.54
11 H -1.85 -2.69 -2.49
12 H -0.92 3.98 -1.40
13 C 0.17 2.18 -1.10
14 C -4.12 0.28 1.11
15 O -3.10 -1.81 1.16
16 H -2.94 3.39 1.68
17 C -1.98 -2.66 0.99
18 H 1.10 2.67 -0.87
19 C -1.79 1.59 1.79
20 C -1.98 -2.20 -1.52
21 N 4.44 -1.01 0.11
22 H -0.88 2.09 2.06
23 H -2.94 -1.69 -1.51
24 H 2.76 0.93 -0.41
25 H -2.07 -3.46 1.73
26 C 0.34 -1.44 -1.02
27 C -1.97 -3.27 -0.41
28 H -1.10 -3.91 -0.50
29 C -2.95 2.32 1.58
30 N 3.13 -1.12 -0.25
31 C 5.22 0.09 0.33
32 C -2.17 2.27 -1.70
33 H 0.72 -2.44 -0.92
34 C -1.79 0.21 1.66
35 C 1.03 -0.26 -0.85
36 C -4.12 1.65 1.24
37 H -5.02 -0.25 0.84
38 H 8.28 0.51 0.30
39 C -1.14 0.16 -1.41
40 H 7.73 0.57 2.00
41 N -0.96 -1.20 -1.34
42 H -0.86 -0.32 1.85
43 H -1.04 -2.13 1.17
44 H 4.89 -1.91 0.24
45 C -0.96 2.90 -1.40
46 C 2.40 -0.09 -0.49
47 O 6.46 -0.34 0.68

Its multiplicity is 1. As for the HOMO energy: -7.50 eV. The gap between HOMO and LUMO comes out at 8.226 eV. The LUMO energy is 0.7 eV. Its SMILES is COC(=O)N/N=C/c1cn(CCCOc2ccccc2)c2ccccc12.

iii) Computed, not measured: the molecule C20H21N3O3, with ωB97M-V/def2-TZVPD.

Geometry (Å):
1 H -3.66 3.91 -0.10
2 N 2.81 0.31 -0.79
3 C -1.17 -1.25 -2.35
4 O -1.87 3.27 0.72
5 O -0.95 -0.27 -3.27
6 H 2.53 2.56 2.77
7 N 2.18 -0.02 2.13
8 C 1.51 0.71 3.20
9 C 0.86 -0.67 -1.21
10 C -3.22 1.72 -0.14
11 H 2.61 1.96 -2.04
12 C -2.29 -2.05 -2.55
13 C 2.36 1.90 3.61
14 C -0.20 0.87 -2.87
15 H 0.16 1.33 -3.80
16 H -3.46 -3.68 -1.82
17 C 1.89 -1.29 1.82
18 H -2.02 -4.07 0.15
19 C 2.46 -1.69 0.45
20 H 2.70 0.53 1.45
21 H 2.14 -2.70 0.19
22 C -1.77 -3.30 -0.56
23 H 3.32 1.55 3.99
24 H -2.92 -1.85 -3.40
25 C -0.31 -1.52 -1.27
26 H -4.06 1.26 -0.62
27 N 2.03 -0.75 -0.53
28 O 1.23 -2.04 2.51
29 H 3.55 -1.65 0.49
30 C -1.27 2.07 0.87
31 C -2.58 -3.07 -1.66
32 C -0.64 -2.53 -0.37
33 H -0.87 1.58 -2.36
34 H 0.35 3.04 1.79
35 H 1.40 0.01 4.03
36 C -3.05 3.05 0.11
37 C 0.09 1.10 2.74
38 H -0.44 0.18 2.50
39 C 0.93 0.49 -1.98
40 H 1.86 2.45 4.40
41 H 0.80 1.66 0.78
42 H -1.86 0.03 0.34
43 C -2.06 1.08 0.36
44 H -0.43 1.59 3.57
45 C 2.17 1.06 -1.67
46 H -0.04 -2.70 0.51
47 C 0.08 2.02 1.51

Its multiplicity is 1. As for the HOMO energy: -8.19 eV. The gap between HOMO and LUMO comes out at 8.903 eV. The LUMO energy is 0.7 eV. Its SMILES is C[C@@H](CCc1ccco1)NC(=O)Cn1ncc2c1-c1ccccc1OC2.

Stability ranking, top and bottom: iii) is the most stable and i) is the least stable.

i) Computed, not measured: the molecule C7H10O, with ωB97M-V/def2-TZVPD.

Geometry (Å):
1 H -1.02 0.74 -2.51
2 C 0.82 -2.31 0.73
3 H 0.65 2.09 1.06
4 C -0.97 1.61 -0.45
5 H -0.82 2.63 -0.67
6 C 0.33 -0.94 0.45
7 H 0.43 -1.40 -2.03
8 H 0.71 -2.53 1.76
9 C 0.31 -0.51 -1.30
10 O 0.97 0.66 -1.64
11 H -2.05 1.40 -0.50
12 C -0.45 0.65 -1.56
13 C -0.02 0.07 1.21
14 H 0.16 0.02 2.32
15 H 0.18 -3.15 0.16
16 H -0.83 1.77 1.70
17 H 1.87 -2.33 0.39
18 C -0.26 1.53 0.89

Its multiplicity is 1. As for the HOMO energy: -9.19 eV. The gap between HOMO and LUMO comes out at 10.246 eV. The LUMO energy is 1.1 eV. Its SMILES is CC1=CCC[C@H]2O[C@@H]12.

ii) Computed, not measured: a structure of composition C7H10O, with ωB97M-V/def2-TZVPD.

Geometry (Å):
1 C -0.26 0.08 0.41
2 C 0.68 0.16 -0.51
3 C 1.34 1.36 -0.50
4 C 0.29 -1.79 -1.46
5 H 0.79 3.53 0.07
6 H 2.49 1.55 -0.82
7 H -2.21 -0.29 1.76
8 C 0.60 2.28 0.26
9 H -0.01 1.35 1.92
10 C -1.16 -0.92 1.08
11 H -0.29 -1.55 1.92
12 H -0.84 -1.27 -1.45
13 H 0.79 -2.41 -0.71
14 H -1.63 -1.51 0.00
15 O 1.33 -0.77 -1.33
16 H -1.76 1.40 0.95
17 C -0.44 1.38 0.90
18 H 0.30 -2.56 -2.50

Its multiplicity is 1. As for the HOMO energy: -7.94 eV. The gap between HOMO and LUMO comes out at 8.641 eV. The LUMO energy is 0.7 eV.

iii) Computed, not measured: a structure of composition C7H10O, with ωB97M-V/def2-TZVPD.

Geometry (Å):
1 H -1.46 -0.88 1.41
2 H 0.51 2.36 -0.02
3 H -1.96 1.38 0.58
4 C 0.35 1.29 -0.33
5 C 1.19 0.08 0.11
6 H -1.26 2.04 -1.40
7 H 0.45 -2.10 -1.66
8 C 0.28 -1.14 0.09
9 H 0.51 1.08 2.12
10 H 0.94 -1.96 0.66
11 H -0.91 0.33 -2.16
12 O -0.18 -1.53 -1.04
13 C -0.57 -0.46 0.85
14 C 0.68 0.19 1.60
15 H 0.93 -0.61 2.56
16 C -1.02 0.78 0.10
17 H 2.30 0.01 -0.05
18 C -0.70 1.04 -1.39

Its multiplicity is 1. As for the HOMO energy: -9.01 eV. The gap between HOMO and LUMO comes out at 9.719 eV. The LUMO energy is 0.7 eV.

iv) Computed, not measured: the molecule C7H10O, with ωB97M-V/def2-TZVPD.

Geometry (Å):
1 H -1.50 1.74 -0.31
2 C -2.09 -1.02 -0.49
3 H -0.95 1.10 1.29
4 H 0.34 0.48 -1.91
5 H 0.78 -0.33 1.88
6 H -3.05 -0.59 -0.60
7 C -0.74 1.07 0.21
8 O 1.52 -1.05 -1.27
9 H -1.92 -2.08 -0.77
10 C 0.49 -0.80 -0.24
11 C 1.11 -1.08 1.15
12 H 0.91 -2.14 1.41
13 H 0.70 2.53 -0.68
14 C 0.74 1.55 -0.20
15 H 2.21 -0.97 1.11
16 C 1.00 0.31 -1.03
17 C -0.95 -0.39 -0.19
18 H 1.40 1.67 0.65

Its multiplicity is 1. As for the HOMO energy: -9.15 eV. The gap between HOMO and LUMO comes out at 10.121 eV. The LUMO energy is 1.0 eV. Its SMILES is C=C1CC[C@H]2O[C@]12C.

Stability ranking, top and bottom: i) is the most stable and ii) is the least stable.

i) Computed, not measured: the molecule C7H10O, with ωB97M-V/def2-TZVPD.

Geometry (Å):
1 C 0.30 0.11 -1.13
2 C -1.03 1.93 0.33
3 H -0.28 2.01 1.06
4 H 1.54 1.54 0.54
5 C -1.05 0.55 -0.26
6 H 0.78 0.98 -1.73
7 C 1.68 -1.65 0.18
8 O 2.10 0.69 0.52
9 H -0.73 2.76 -0.35
10 H 2.68 -1.72 0.85
11 C -2.75 -1.26 0.35
12 H 1.72 -2.47 -0.66
13 H -3.56 -1.90 0.60
14 C -1.89 -0.42 0.12
15 H -1.96 1.93 0.88
16 H 0.18 -0.73 -1.83
17 C 1.50 -0.27 -0.24
18 H 0.79 -2.06 0.76

Its multiplicity is 1. As for the HOMO energy: -5.98 eV. The gap between HOMO and LUMO comes out at 5.238 eV. The LUMO energy is -0.7 eV.

ii) Computed, not measured: the molecule C7H10O, with ωB97M-V/def2-TZVPD.

Geometry (Å):
1 C 2.14 -1.10 -0.21
2 C -2.99 -0.74 -0.25
3 H -3.69 -1.77 -0.59
4 H -3.13 0.43 -0.63
5 C 0.44 0.61 0.40
6 H -1.25 -1.96 0.41
7 C -0.93 0.43 0.27
8 H -1.82 1.14 -0.04
9 C 1.10 1.92 -0.32
10 H 1.93 2.67 0.23
11 C 1.37 -0.39 0.94
12 O 1.77 -2.21 -0.43
13 C -1.72 -1.00 0.37
14 H 0.04 2.31 -0.74
15 H 1.41 1.67 -1.56
16 H 0.56 -1.31 1.37
17 H 2.01 -0.03 1.89
18 H 2.75 -0.66 -1.11

Its multiplicity is 1. As for the HOMO energy: -8.52 eV. The gap between HOMO and LUMO comes out at 9.088 eV. The LUMO energy is 0.6 eV. Its SMILES is C=C/C=C(/C)CC=O.

Stability ranking, top and bottom: i) is the most stable and ii) is the least stable.

i) Computed, not measured: a structure of composition C25H20N4O2Pd, with ωB97M-V/def2-TZVPD.

Geometry (Å):
1 C 1.88 -0.09 -0.18
2 C 2.49 -1.48 -2.12
3 H 2.25 2.91 2.19
4 C -0.83 1.88 -2.36
5 N -1.54 -1.58 1.49
6 C -0.92 0.78 -3.21
7 H -3.83 -5.29 0.19
8 H 1.46 4.13 4.18
9 C -1.47 2.86 5.29
10 H -0.85 2.52 -0.32
11 H -0.19 4.44 6.01
12 C 3.16 -1.76 -3.30
13 H -2.47 1.24 4.29
14 H -0.72 0.89 -4.26
15 H 4.60 -1.01 -4.71
16 H 3.00 -2.69 -3.82
17 N 2.02 1.15 0.38
18 C -2.10 -1.95 -0.88
19 C 3.57 0.67 -1.95
20 C 4.06 -0.81 -3.79
21 C -1.61 1.90 4.31
22 C -2.14 -2.36 0.45
23 H 3.19 1.92 -0.60
24 H -2.80 -2.48 -2.84
25 C 4.26 0.38 -3.13
26 H -2.22 2.96 6.06
27 C -3.35 -3.97 -1.45
28 O 1.18 -1.01 0.26
29 C -0.34 3.67 5.26
30 H -3.83 -4.58 -2.20
31 C -0.99 1.68 -1.00
32 H 4.95 1.12 -3.51
33 C -2.75 -3.55 0.82
34 C 2.67 -0.28 -1.43
35 C -1.52 -0.66 -1.33
36 C -2.74 -2.79 -1.81
37 H 1.79 -2.19 -1.70
38 H -1.33 -1.29 -3.38
39 N 1.12 1.41 1.33
40 O 3.81 1.86 -1.38
41 N -0.71 1.71 3.34
42 Pd -0.87 0.42 1.41
43 H -0.58 2.86 -2.74
44 C 0.58 3.50 4.24
45 C -1.30 0.43 -0.47
46 C 0.37 2.52 3.29
47 C -1.27 -0.45 -2.70
48 C -3.35 -4.37 -0.12
49 H -0.52 -1.77 1.46
50 H -2.74 -3.84 1.87
51 C 1.34 2.32 2.20
52 H -1.88 -1.89 2.39

Its multiplicity is 1. As for the HOMO energy: -7.65 eV. The gap between HOMO and LUMO comes out at 7.081 eV. The LUMO energy is -0.6 eV.

ii) Computed, not measured: a structure of composition C25H20N4O2Pd, with ωB97M-V/def2-TZVPD.

Geometry (Å):
1 C 0.11 2.71 1.75
2 H -5.80 -0.56 -0.80
3 H -1.41 3.38 3.89
4 Pd 0.22 0.19 0.51
5 H -2.93 1.86 5.16
6 H 0.30 3.75 2.00
7 H -1.83 -1.25 2.40
8 H 2.17 -1.85 1.15
9 H -0.63 -0.89 -2.03
10 H 0.54 -5.71 0.34
11 C 2.12 1.75 -0.85
12 C -0.83 1.87 2.51
13 C -1.53 2.35 3.60
14 N 1.66 2.68 0.01
15 C 5.18 2.99 -3.54
16 C -1.77 -0.24 2.78
17 O 1.71 0.53 -0.93
18 H 5.95 3.31 -4.23
19 C 0.15 -1.83 0.44
20 C 3.67 3.49 -1.76
21 C -2.44 -0.94 -1.06
22 C -4.82 -0.99 -0.66
23 C -2.37 1.49 4.30
24 C 4.65 3.90 -2.62
25 N 0.71 2.12 0.79
26 C 3.18 2.17 -1.79
27 C -0.92 -2.65 0.03
28 C 1.34 -2.45 0.83
29 C 0.43 -4.63 0.38
30 C -3.40 -2.67 0.28
31 H -3.27 -3.55 0.90
32 H -1.57 -4.66 -0.36
33 H 2.68 -0.17 -2.11
34 H -3.83 0.49 -1.84
35 N -0.95 0.58 2.12
36 H 5.12 0.98 -4.29
37 C -2.50 0.18 3.89
38 C -3.71 -0.40 -1.24
39 H -5.53 -2.62 0.55
40 H 5.02 4.92 -2.59
41 O 3.33 -0.02 -2.81
42 H 2.42 -4.28 1.12
43 C -0.76 -4.04 -0.01
44 C -4.67 -2.15 0.10
45 H -3.15 -0.51 4.40
46 C -2.26 -2.08 -0.27
47 C 1.48 -3.83 0.81
48 C 4.72 1.70 -3.59
49 N -1.33 -0.29 -1.63
50 H -1.59 0.44 -2.28
51 C 3.72 1.27 -2.71
52 H 3.24 4.17 -1.03

Its multiplicity is 1. As for the HOMO energy: -7.72 eV. The gap between HOMO and LUMO comes out at 6.993 eV. The LUMO energy is -0.7 eV.

Stability ranking, top and bottom: ii) is the most stable and i) is the least stable.